P) DFT (the ωB97M-V functional and the def2-TZVPD basis) results for a cluster of 2 separate species, C3H11NO2S in total.

Properties
SMILES = OCNCCS.O
highest occupied orbital energy = -8.7 eV

Geometry (Å):
C1 0.4801 0.8930 -1.1818
C2 -0.6502 -0.0277 -1.7499
S1 -0.2844 -1.3685 -2.9919
N1 0.1016 1.8134 -0.1503
C3 0.0486 1.1594 1.1855
O1 -0.8204 0.1195 1.2690
H1 1.4272 0.1878 -1.0580
H2 0.9402 1.4908 -2.0584
H3 -1.5771 0.5625 -1.9220
H4 -0.9710 -0.6496 -0.9570
H5 -1.4680 -1.7078 -3.2543
H6 0.7795 2.6265 -0.2408
H7 0.9990 0.7202 1.4039
H8 -0.2986 1.8685 1.9047
H9 -1.6873 0.5324 1.3783
H10 0.6931 -2.7863 3.5175
H11 1.0421 -3.0569 2.1184
O2 1.2458 -2.3773 2.7871

***

Q) DFT (the ωB97M-V functional and the def2-TZVPD basis) results for a cluster of 3 separate species, C3H11NO2S in total.

Properties
highest occupied orbital energy = -9.4 eV

Geometry (Å):
C1 0.9010 -0.0957 -0.8208
O1 0.7294 0.0736 -2.1001
C2 0.3191 1.0587 0.0380
C3 -1.1607 0.7250 0.1071
S1 -1.3741 -0.8948 0.8240
N1 0.6024 2.3510 -0.5415
H1 0.2676 -1.0155 -0.4619
H2 1.9239 -0.3970 -0.5787
H3 0.6838 2.2093 -1.5373
H4 0.7266 1.0156 1.0589
H5 -1.5976 0.6698 -0.9091
H6 -1.7163 1.4890 0.6663
H7 -1.3763 -1.7038 -1.8227
H8 1.3110 2.8336 -0.0234
H9 -1.2378 -1.3597 -2.4798
H10 0.5555 -1.1964 1.4565
H11 1.2029 -2.4441 2.2433
O2 1.3781 -1.6859 1.6858

***

Last place for stability: Q)

***

P) DFT (the ωB97M-V functional and the def2-TZVPD basis) results for a cluster of 2 separate species, CH5OS in total.

Properties
highest occupied orbital energy = -2.9 eV
charge = -1

Geometry (Å):
S1 0.6186 -1.8733 -1.3699
H1 1.2572 -2.9943 -0.9261
C1 -0.4063 0.9505 0.6945
O1 -0.4635 0.9126 -0.6841
H2 0.3791 1.6406 1.0766
H3 -0.0929 -0.0137 1.1190
H4 -1.3744 1.2234 1.1199
H5 0.0822 0.1542 -1.0299

***

Q) DFT (the ωB97M-V functional and the def2-TZVPD basis) results for a cluster of 2 separate species, CH5OS in total.

Properties
highest occupied orbital energy = -2.9 eV
charge = -1

Geometry (Å):
C1 0.1281 1.1869 0.2348
O1 1.1203 0.2493 -0.0990
H1 -0.4302 1.5095 -0.6500
H2 -0.5940 0.7824 0.9530
H3 0.6113 2.0602 0.6932
H4 0.6433 -0.6193 -0.1881
S1 -1.0281 -1.9787 -0.4713
H5 -0.4507 -3.1903 -0.4727

***

Last place for stability: P)

***

P) DFT (the ωB97M-V functional and the def2-TZVPD basis) results for a cluster of 2 separate species, C5H12NO in total.

Properties
highest occupied orbital energy = -13.7 eV
charge = +1

Geometry (Å):
C1 -2.5453 2.0140 -1.2235
C2 -1.3418 2.3116 -0.3158
C3 -0.4513 1.1114 -0.4121
C4 0.3640 0.4531 0.4382
N1 0.2673 -0.9657 0.4520
C5 0.7804 -1.7856 1.2873
H1 -2.2352 1.6206 -2.1907
H2 -3.1925 1.2331 -0.8080
H3 -3.2375 2.8473 -1.3298
H4 -0.8134 3.1849 -0.6919
H5 -1.7423 2.3860 0.6928
H6 -0.3469 0.7288 -1.4336
H7 0.7806 0.9151 1.3248
H8 -0.4116 -1.3203 -0.2149
H9 1.6545 -1.5223 1.8672
H10 0.3055 -2.7485 1.3613
H11 4.2783 -4.0194 0.9323
H12 4.2089 -3.0360 -0.2231
O1 3.6783 -3.4081 0.4875

***

Q) DFT (the ωB97M-V functional and the def2-TZVPD basis) results for the ion C5H12NO with charge +1.

Properties
highest occupied orbital energy = -14.2 eV
charge = +1

Geometry (Å):
C1 -0.4924 -0.3645 0.0088
C2 1.0914 -0.1973 0.1393
C3 -1.0898 -1.5680 0.6375
C4 -1.1793 0.9206 0.6252
C5 1.7595 1.1233 0.0502
N1 -0.3456 -0.3382 -1.3735
O1 1.8305 -1.3236 -0.1998
H1 -0.9656 -2.6133 0.0957
H2 -2.1493 -1.3388 0.4073
H3 -0.9868 -1.6514 1.6556
H4 -2.2502 0.9389 0.5167
H5 -0.7366 1.7359 0.0455
H6 -1.0384 1.0157 1.6881
H7 1.3979 1.9227 -0.4897
H8 2.7851 0.9637 -0.1960
H9 1.6603 1.5235 1.0697
H10 -0.3642 -1.3070 -1.9507
H11 -0.2338 0.5304 -1.9460
H12 2.7551 -1.0037 -0.1921

***

Last place for stability: Q)